Entry 1:
This record from OMol25 describes 4 unconnected molecules or ions with the total composition C47H62FNO15 in a non-equilibrium geometry. The level of theory is ωB97M-V/def2-TZVPD.

Geometry (Å):
C (6.17349, 0.92431, 1.41948)
C (5.51094, 2.23502, 1.97014)
C (5.23203, 3.28046, 0.85736)
C (3.81272, 3.91429, 0.87760)
C (2.63038, 2.93537, 1.02321)
C (2.25941, 2.16614, -0.28200)
C (3.06799, 0.86157, -0.37938)
C (2.79872, 0.08792, -1.70105)
C (3.89347, -0.99162, -1.85178)
C (3.60292, -2.06747, -2.92287)
C (2.24928, -2.78022, -2.73086)
C (2.20702, -3.69092, -1.47560)
C (1.93462, -2.89894, -0.16384)
C (1.02915, -3.69795, 0.81969)
C (-0.37091, -3.17204, 0.88525)
C (-0.83484, -2.49539, 1.91590)
C (-0.01974, -2.15598, 3.13872)
C (-0.25113, -0.73523, 3.65398)
F (0.69241, -0.48608, 4.64944)
C (-2.27612, -2.05230, 1.88602)
O (-2.82795, -1.90696, 2.92594)
C (-2.99092, -1.84562, 0.58143)
O (-4.08021, -1.05511, 0.45794)
C (-3.95436, 0.22519, 1.09692)
C (-3.08030, 1.27187, 0.34474)
C (-1.61085, 1.26092, 0.83916)
C (-3.14809, 1.00300, -1.17335)
C (-2.57924, 2.14592, -2.03811)
C (-2.76404, 1.70415, -3.53744)
C (-3.27226, 3.51788, -1.81012)
C (-2.53231, -2.52669, -0.45098)
N (-3.10492, -2.50824, -1.73163)
C (-1.31170, -3.40920, -0.26132)
O (-1.10918, -4.25346, -1.05641)
H (6.31130, 1.03404, 0.33779)
H (7.15164, 0.74641, 1.87029)
H (5.50250, 0.06830, 1.54785)
H (4.64906, 2.01383, 2.60449)
H (6.27006, 2.66965, 2.63313)
H (5.94124, 4.10640, 1.00614)
H (5.42913, 2.90452, -0.15264)
H (3.68051, 4.40233, -0.10123)
H (3.75620, 4.73264, 1.60689)
H (1.74892, 3.55559, 1.25246)
H (2.72123, 2.22885, 1.85417)
H (1.18810, 1.93629, -0.17967)
H (2.41421, 2.79341, -1.16705)
H (2.93350, 0.22218, 0.50200)
H (4.12742, 1.14340, -0.42827)
H (1.78012, -0.31094, -1.63921)
H (2.82266, 0.81409, -2.52374)
H (4.80921, -0.46308, -2.15564)
H (4.09843, -1.43345, -0.86969)
H (3.69182, -1.64624, -3.93258)
H (4.38987, -2.83534, -2.85286)
H (1.45480, -2.02645, -2.66366)
H (2.03815, -3.39329, -3.61611)
H (1.44874, -4.46213, -1.64938)
H (3.17048, -4.21750, -1.42183)
H (2.91408, -2.82838, 0.32538)
H (1.57001, -1.89055, -0.36993)
H (1.52070, -3.75354, 1.79142)
H (0.98608, -4.73783, 0.46753)
H (-0.25592, -2.87986, 3.93240)
H (1.05472, -2.24549, 2.96284)
H (-1.22112, -0.60851, 4.13715)
H (-0.13171, -0.02784, 2.82565)
H (-3.60429, 0.16592, 2.13377)
H (-4.97181, 0.63007, 1.14115)
H (-3.48518, 2.26084, 0.59837)
H (-1.55158, 1.67929, 1.84847)
H (-1.19051, 0.24546, 0.82555)
H (-1.02079, 1.84646, 0.12534)
H (-4.18591, 0.79465, -1.46282)
H (-2.51475, 0.12883, -1.35869)
H (-1.49705, 2.22895, -1.88792)
H (-1.85595, 1.85737, -4.12784)
H (-2.98522, 0.62665, -3.53310)
H (-3.65039, 2.19291, -3.96921)
H (-4.21557, 3.45834, -1.26048)
H (-3.47812, 3.95432, -2.79435)
H (-2.55490, 4.19845, -1.33656)
H (-4.10763, -2.37959, -1.66978)
H (-2.68734, -1.81301, -2.33801)
O (4.57927, 5.59727, 6.63492)
C (3.93759, 4.79654, 5.97996)
C (4.04848, 3.35355, 6.15228)
C (3.32508, 2.52589, 5.38732)
O (3.39103, 1.20102, 5.51332)
C (2.39057, 3.04411, 4.33678)
O (1.77852, 2.24119, 3.65978)
C (2.26081, 4.48794, 4.18002)
C (2.98093, 5.31429, 4.94728)
O (2.89386, 6.64117, 4.83989)
H (4.72760, 2.99280, 6.91185)
H (2.76978, 0.83354, 4.85094)
H (1.57067, 4.84894, 3.43012)
H (3.51538, 7.00247, 5.50242)
O (-3.61915, -8.81306, 2.27851)
C (-3.27349, -7.81099, 2.87660)
C (-4.12214, -6.63566, 3.02202)
C (-3.67589, -5.55722, 3.67934)
O (-4.42133, -4.46457, 3.83317)
C (-2.30142, -5.51730, 4.28056)
O (-1.93888, -4.50504, 4.85137)
C (-1.46135, -6.70231, 4.15448)
C (-1.91036, -7.77992, 3.50038)
O (-1.17661, -8.88473, 3.36334)
H (-5.10867, -6.67609, 2.58223)
H (-3.87020, -3.83140, 4.33640)
H (-0.47970, -6.66815, 4.60617)
H (-1.72885, -9.50845, 2.85150)
O (-4.93531, 2.52910, -5.66176)
C (-4.65944, 2.57732, -6.84727)
C (-4.61266, 1.39841, -7.70160)
C (-4.28603, 1.51618, -8.99441)
O (-4.23328, 0.46488, -9.81160)
C (-3.95712, 2.84573, -9.60457)
O (-3.64948, 2.88952, -10.78073)
C (-4.02688, 4.02825, -8.75396)
C (-4.35670, 3.90998, -7.46274)
O (-4.43429, 4.96524, -6.64971)
H (-4.84950, 0.44529, -7.24991)
H (-3.97330, 0.81881, -10.68507)
H (-3.80446, 4.98344, -9.20841)
H (-4.68772, 4.61000, -5.77532)

Forces on atoms 1 to 6 (eV/Å):
C -0.8 0.5 -0.2
C 1.2 -0.2 -0.4
C -0.5 0.6 0.6
C 0.2 -0.4 -0.5
C -0.5 0.7 -0.9
C 0.3 -0.5 1.5

spin multiplicity	1
LUMO	-1.7	eV
structure (SMILES)	CCCCCCCCCCCCCCC1=C(CCF)C(=O)C(OC[C@@H](C)CC(C)C)=C(N)C1=O.O=C1C=C(O)C(=O)C=C1O.O=C1C=C(O)C(=O)C=C1O.O=C1C=C(O)C(=O)C=C1O
M	900.00	g/mol
HOMO energy	-9.06	eV
orbital gap	7.38	eV

---

Entry 2:
This record from OMol25 describes a molecular structure, C47H63BN9O4Yb. The level of theory is ωB97M-V/def2-TZVPD.

Geometry (Å):
Yb (-0.01761, 0.02948, 0.48910)
C (0.41125, -4.29213, -3.42273)
O (0.25165, -4.16498, -1.98962)
C (-0.89269, -3.47649, -1.80911)
N (-1.58578, -3.17550, -2.82433)
C (-0.92218, -3.75585, -3.99858)
C (-0.81260, -2.79142, -5.16126)
C (-1.76207, -1.78785, -5.32878)
C (-1.71986, -0.96086, -6.44249)
C (-0.72471, -1.12103, -7.39654)
C (0.21668, -2.12639, -7.23830)
C (0.17088, -2.96013, -6.13008)
C (-1.51828, -3.22622, -0.47347)
C (-2.11620, -4.26810, 0.22809)
C (-3.10718, -3.97154, 1.14783)
C (-3.54982, -2.66004, 1.25821)
C (-2.84256, -1.68364, 0.58621)
N (-1.76743, -1.94029, -0.17715)
C (-3.33053, -0.31509, 0.33736)
N (-2.56642, 0.63250, -0.06112)
C (-3.47111, 1.61021, -0.73386)
C (-4.86648, 1.16971, -0.24800)
O (-4.64079, -0.15974, 0.27436)
C (-3.21202, 3.07602, -0.51380)
C (-3.36889, 3.65933, 0.74479)
C (-3.18492, 5.02554, 0.91136)
C (-2.84174, 5.82002, -0.17400)
C (-2.67487, 5.24424, -1.42532)
C (-2.86456, 3.88039, -1.59440)
H (0.59118, -5.33908, -3.65026)
H (1.27463, -3.69741, -3.72727)
H (-1.53388, -4.59947, -4.33488)
H (-2.54224, -1.67532, -4.58787)
H (-2.48332, -0.20330, -6.57442)
H (-0.69178, -0.47633, -8.26525)
H (0.98140, -2.27827, -7.98916)
H (0.89719, -3.75992, -6.03619)
H (-1.84999, -5.29167, 0.00095)
H (-3.59427, -4.75936, 1.70643)
H (-4.43164, -2.40600, 1.82979)
H (-3.37025, 1.40423, -1.80408)
H (-5.59975, 1.11477, -1.04691)
H (-5.25895, 1.78919, 0.55792)
H (-3.64377, 3.04341, 1.59544)
H (-3.32629, 5.47486, 1.88575)
H (-2.71894, 6.88739, -0.04919)
H (-2.41051, 5.86068, -2.27450)
H (-2.74445, 3.43810, -2.57676)
C (5.38084, -0.05128, 1.99230)
C (4.07069, -0.75740, 1.91107)
C (3.83107, -2.10685, 2.06024)
C (2.45312, -2.27031, 1.91179)
N (1.88238, -1.08804, 1.62926)
N (2.89005, -0.15790, 1.67250)
B (2.68518, 1.37309, 1.66511)
N (2.49769, 1.85952, 0.20696)
N (1.58462, 1.29764, -0.63625)
C (1.76251, 1.85708, -1.84067)
C (2.81389, 2.77078, -1.77461)
C (3.25481, 2.74684, -0.46290)
C (4.35715, 3.54744, 0.14128)
C (0.90847, 1.53630, -3.04043)
C (0.68970, 2.82348, -3.84828)
C (1.61034, 0.49970, -3.93836)
C (-0.45974, 1.02161, -2.59460)
N (1.48949, 1.71649, 2.59081)
N (0.37445, 0.92756, 2.69772)
C (-0.24859, 1.28981, 3.82243)
C (0.44673, 2.33656, 4.43178)
C (1.54119, 2.57884, 3.62834)
C (2.61372, 3.59028, 3.84373)
C (-1.46489, 0.59345, 4.36527)
C (-2.03039, -0.35002, 3.31127)
C (-2.53857, 1.62428, 4.73257)
C (-1.05344, -0.20769, 5.60777)
C (1.70258, -3.56147, 2.13973)
C (0.31598, -3.26061, 2.71230)
C (1.56920, -4.34610, 0.83096)
C (2.48070, -4.43185, 3.13335)
H (6.17647, -0.78327, 2.10543)
H (5.41839, 0.62842, 2.84387)
H (5.56717, 0.52697, 1.08663)
H (4.56826, -2.85456, 2.29440)
H (3.65079, 1.89940, 2.10508)
H (3.20601, 3.38013, -2.57014)
H (4.73066, 4.26084, -0.58866)
H (5.18404, 2.90613, 0.44835)
H (4.01891, 4.09661, 1.01867)
H (1.62380, 3.17522, -4.28611)
H (0.28727, 3.61738, -3.21570)
H (-0.00985, 2.63017, -4.66293)
H (2.68756, 0.67113, -3.96665)
H (1.23179, 0.56852, -4.95800)
H (1.42001, -0.52233, -3.60118)
H (-0.91630, 1.75382, -1.92427)
H (-0.40532, 0.03768, -2.10985)
H (-1.09471, 0.89602, -3.46821)
H (0.20913, 2.84532, 5.35074)
H (2.29189, 4.30223, 4.59990)
H (2.85029, 4.13798, 2.93261)
H (3.52982, 3.11523, 4.19887)
H (-2.28187, 0.23629, 2.42557)
H (-2.93797, -0.83079, 3.67749)
H (-1.30686, -1.13147, 3.06156)
H (-2.79018, 2.23980, 3.86527)
H (-2.20300, 2.28393, 5.53235)
H (-3.44337, 1.11927, 5.07416)
H (-0.24122, -0.89794, 5.37181)
H (-1.90154, -0.78503, 5.98044)
H (-0.71693, 0.45421, 6.40545)
H (-0.26177, -2.65191, 2.01135)
H (0.39780, -2.72421, 3.65896)
H (-0.22865, -4.18933, 2.88875)
H (0.84398, -3.87822, 0.17385)
H (1.21958, -5.36035, 1.03230)
H (2.53211, -4.42218, 0.32075)
H (2.70374, -3.89365, 4.05507)
H (3.42004, -4.77212, 2.69748)
H (1.89319, -5.31567, 3.38474)
O (1.33545, -1.50421, -1.16550)
H (1.95609, -1.01985, -1.72181)
H (1.73097, -2.36806, -0.99838)
O (-0.47450, 2.59375, 0.65124)
H (0.18661, 3.20129, 0.99893)
H (-1.30226, 3.08954, 0.58897)

Forces on atoms 1 to 6 (eV/Å):
Yb 0.1 0.4 0.0
C 0.0 0.1 -0.3
O 0.1 -0.1 0.5
C -0.3 0.0 -0.7
N -0.1 0.1 0.3
C 0.3 -0.1 0.0

spin multiplicity	2
LUMO (alpha / beta)	-5.5 / -6.5	eV
total charge	+2
M	1001.93	g/mol
HOMO energy (alpha / beta)	-13.13 / -13.13	eV
orbital gap (alpha / beta)	7.66 / 6.64	eV